[1]
6 unconnected molecules or ions with the total composition H14NO5 in a non-equilibrium geometry, computed with ωB97M-V/def2-TZVPD.

Bonds (Å) are listed after each position.
Cartesian coordinates (Å):
1 N 0.165 0.556 0.056  H2 1.099, H3 1.019, H4 1.031, H5 0.966
2 H -0.681 -0.124 -0.117  N1 1.099
3 H 1.005 0.002 0.217  N1 1.019
4 H -0.288 1.274 0.642  N1 1.031
5 H 0.407 0.835 -0.836  N1 0.966
6 H -4.491 0.197 -3.739  O8 0.880
7 H -5.025 -0.255 -2.465  O8 0.972
8 O -4.247 -0.288 -3.047  H6 0.880, H7 0.972
9 H 2.614 -2.319 0.052  O11 1.066
10 H 2.818 -1.431 1.413  O11 1.016
11 O 2.133 -1.605 0.682  H9 1.066, H10 1.016
12 H 3.398 -1.101 3.400  O14 0.919
13 H 2.170 -1.700 3.859  O14 0.940
14 O 2.872 -1.838 3.250  H12 0.919, H13 0.940
15 H -1.932 -1.214 -1.656  O17 1.004
16 H -2.807 0.234 -1.966  O17 1.037
17 O -2.002 -0.225 -1.500  H15 1.004, H16 1.037
18 H 0.844 4.203 0.649  O20 1.012
19 H 1.821 3.223 1.149  O20 0.964
20 O 1.118 3.242 0.490  H18 1.012, H19 0.964

The total energy comes out at -11948.10752 eV. As for the highest occupied orbital energy: -0.539 Ha. As for the net charge: +1. As for the gap between HOMO and LUMO: 0.4331 hartree. As for the energy above the lowest of the compared OMol25 structures with the same formula, charge and spin: 53.4 kcal per mole.



[2]
9 unconnected molecules or ions with the total composition C90H66O15S3 in a non-equilibrium geometry, computed with ωB97M-V/def2-TZVPD.

Bonds (Å) are listed after each position.
Cartesian coordinates (Å):
1 C -10.954 -0.360 0.202  S2 1.839, H5 1.090, H6 1.090, H7 1.090
2 S -9.249 0.265 -0.090  C1 1.839, O3 1.518, C4 1.831
3 O -8.335 -0.244 1.009  S2 1.518
4 C -9.110 -0.707 -1.635  S2 1.831, H8 1.090, H9 1.090, H10 1.090
5 H -10.956 -1.394 0.547  C1 1.090
6 H -11.581 -0.288 -0.686  C1 1.090
7 H -11.467 0.334 0.867  C1 1.090
8 H -8.954 -1.770 -1.453  C4 1.090
9 H -8.220 -0.373 -2.168  C4 1.090
10 H -9.918 -0.607 -2.360  C4 1.090
11 C -2.983 -1.002 -0.689  S12 1.786, H15 1.090, H16 1.090, H17 1.090
12 S -1.211 -0.924 -0.479  C11 1.786, O13 1.549, C14 1.868
13 O -0.739 -2.379 -0.722  S12 1.549
14 C -0.824 0.245 -1.883  S12 1.868, H18 1.090, H19 1.090, H20 1.090
15 H -3.413 -0.549 0.204  C11 1.090
16 H -3.342 -2.028 -0.765  C11 1.090
17 H -3.280 -0.429 -1.567  C11 1.090
18 H -1.434 1.141 -1.767  C14 1.090
19 H -1.031 -0.182 -2.865  C14 1.090
20 H 0.206 0.569 -1.735  C14 1.090
21 C -5.090 2.688 -5.332  S22 1.904, H25 1.090, H26 1.090, H27 1.090
22 S -5.558 3.868 -3.914  C21 1.904, O23 1.493, C24 1.826
23 O -5.933 2.986 -2.770  S22 1.493
24 C -7.114 4.270 -4.781  S22 1.826, H28 1.090, H29 1.090, H30 1.090
25 H -5.921 2.006 -5.514  C21 1.090
26 H -4.225 2.042 -5.184  C21 1.090
27 H -4.910 3.159 -6.298  C21 1.090
28 H -7.595 4.944 -4.071  C24 1.090
29 H -7.799 3.429 -4.882  C24 1.090
30 H -7.233 4.749 -5.753  C24 1.090
31 C 3.717 6.159 7.108  C32 1.405, C36 1.443, H47 1.080
32 C 3.600 7.036 6.016  C31 1.405, C33 1.387, H48 1.080
33 C 2.495 6.917 5.188  C32 1.387, C34 1.412, H49 1.080
34 C 1.558 5.863 5.268  C33 1.412, C35 1.403, C45 1.502
35 C 1.601 5.000 6.373  C34 1.403, C36 1.415, C37 1.464
36 C 2.679 5.170 7.274  C31 1.443, C35 1.415, H50 1.080
37 C 0.573 3.983 6.598  C35 1.464, O38 1.216, C39 1.537
38 O 0.541 3.290 7.596  C37 1.216
39 C -0.478 3.815 5.489  C37 1.537, C40 1.378, C44 1.381
40 C -1.447 2.857 5.697  C39 1.378, C41 1.430, H51 1.080
41 C -2.410 2.535 4.690  C40 1.430, C42 1.431, H52 1.080
42 C -2.434 3.389 3.542  C41 1.431, C43 1.415, H53 1.080
43 C -1.454 4.394 3.364  C42 1.415, C44 1.399, H54 1.080
44 C -0.445 4.551 4.320  C39 1.381, C43 1.399, C45 1.488
45 C 0.585 5.611 4.152  C34 1.502, C44 1.488, O46 1.249
46 O 0.731 6.193 3.057  C45 1.249
47 H 4.638 6.167 7.672  C31 1.080
48 H 4.344 7.780 5.775  C32 1.080
49 H 2.688 7.517 4.310  C33 1.080
50 H 2.739 4.511 8.128  C36 1.080
51 H -1.588 2.192 6.536  C40 1.080
52 H -3.192 1.804 4.833  C41 1.080
53 H -3.100 3.189 2.716  C42 1.080
54 H -1.509 4.934 2.431  C43 1.080
55 C 3.667 9.889 -3.437  C56 1.395, C60 1.358, H71 1.080
56 C 3.135 8.818 -2.719  C55 1.395, C57 1.380, H72 1.080
57 C 3.317 7.528 -3.173  C56 1.380, C58 1.417, H73 1.080
58 C 3.968 7.293 -4.410  C57 1.417, C59 1.422, C69 1.512
59 C 4.446 8.385 -5.186  C58 1.422, C60 1.440, C61 1.478
60 C 4.353 9.694 -4.593  C55 1.358, C59 1.440, H74 1.080
61 C 5.052 8.214 -6.522  C59 1.478, O62 1.226, C63 1.517
62 O 5.405 9.262 -7.053  C61 1.226
63 C 5.097 6.811 -7.097  C61 1.517, C64 1.403, C68 1.425
64 C 5.552 6.622 -8.411  C63 1.403, C65 1.370, H75 1.080
65 C 5.598 5.351 -8.919  C64 1.370, C66 1.429, H76 1.080
66 C 5.075 4.225 -8.211  C65 1.429, C67 1.373, H77 1.080
67 C 4.506 4.407 -6.975  C66 1.373, C68 1.410, H78 1.080
68 C 4.615 5.680 -6.378  C63 1.425, C67 1.410, C69 1.550
69 C 4.066 5.881 -4.942  C58 1.512, C68 1.550, O70 1.263
70 O 3.521 4.982 -4.243  C69 1.263
71 H 3.600 10.892 -3.041  C55 1.080
72 H 2.672 8.976 -1.756  C56 1.080
73 H 2.961 6.721 -2.551  C57 1.080
74 H 4.752 10.536 -5.139  C60 1.080
75 H 5.930 7.481 -8.946  C64 1.080
76 H 5.829 5.162 -9.957  C65 1.080
77 H 5.109 3.257 -8.690  C66 1.080
78 H 4.024 3.576 -6.480  C67 1.080
79 C 10.756 -6.251 -0.602  C80 1.424, C84 1.414, H95 1.080
80 C 10.587 -4.853 -0.810  C79 1.424, C81 1.360, H96 1.080
81 C 9.418 -4.468 -1.387  C80 1.360, C82 1.369, H97 1.080
82 C 8.310 -5.262 -1.520  C81 1.369, C83 1.411, C93 1.494
83 C 8.469 -6.651 -1.333  C82 1.411, C84 1.377, C85 1.482
84 C 9.693 -7.128 -0.918  C79 1.414, C83 1.377, H98 1.080
85 C 7.437 -7.649 -1.700  C83 1.482, O86 1.248, C87 1.505
86 O 7.698 -8.869 -1.683  C85 1.248
87 C 6.063 -7.066 -1.898  C85 1.505, C88 1.456, C92 1.422
88 C 4.941 -7.969 -2.112  C87 1.456, C89 1.378, H99 1.080
89 C 3.666 -7.482 -2.301  C88 1.378, C90 1.432, H100 1.080
90 C 3.572 -6.060 -2.450  C89 1.432, C91 1.362, H101 1.080
91 C 4.614 -5.193 -2.314  C90 1.362, C92 1.358, H102 1.080
92 C 5.856 -5.665 -2.032  C87 1.422, C91 1.358, C93 1.488
93 C 6.977 -4.696 -1.889  C82 1.494, C92 1.488, O94 1.236
94 O 6.829 -3.496 -2.144  C93 1.236
95 H 11.707 -6.582 -0.210  C79 1.080
96 H 11.391 -4.187 -0.533  C80 1.080
97 H 9.199 -3.412 -1.440  C81 1.080
98 H 9.873 -8.164 -0.671  C84 1.080
99 H 5.132 -9.030 -2.171  C88 1.080
100 H 2.741 -8.037 -2.332  C89 1.080
101 H 2.533 -5.773 -2.525  C90 1.080
102 H 4.431 -4.129 -2.333  C91 1.080
103 C -6.890 -6.408 -3.440  C104 1.443, C108 1.412, H119 1.080
104 C -5.806 -5.493 -3.702  C103 1.443, C105 1.383, H120 1.080
105 C -6.073 -4.385 -4.487  C104 1.383, C106 1.474, H121 1.080
106 C -7.394 -4.208 -5.117  C105 1.474, C107 1.446, C117 1.506
107 C -8.457 -5.136 -4.803  C106 1.446, C108 1.401, C109 1.543
108 C -8.197 -6.205 -3.936  C103 1.412, C107 1.401, H122 1.080
109 C -9.874 -4.985 -5.394  C107 1.543, O110 1.254, C111 1.493
110 O -10.804 -5.813 -5.238  C109 1.254
111 C -10.079 -3.658 -6.045  C109 1.493, C112 1.428, C116 1.451
112 C -11.380 -3.191 -6.402  C111 1.428, C113 1.410, H123 1.080
113 C -11.663 -1.925 -6.955  C112 1.410, C114 1.360, H124 1.080
114 C -10.617 -1.145 -7.336  C113 1.360, C115 1.382, H125 1.080
115 C -9.342 -1.521 -6.958  C114 1.382, C116 1.419, H126 1.080
116 C -8.993 -2.730 -6.302  C111 1.451, C115 1.419, C117 1.477
117 C -7.572 -3.005 -6.005  C106 1.506, C116 1.477, O118 1.262
118 O -6.665 -2.350 -6.589  C117 1.262
119 H -6.703 -7.279 -2.830  C103 1.080
120 H -4.843 -5.800 -3.322  C104 1.080
121 H -5.240 -3.705 -4.583  C105 1.080
122 H -8.995 -6.839 -3.580  C108 1.080
123 H -12.154 -3.922 -6.215  C112 1.080
124 H -12.677 -1.691 -7.244  C113 1.080
125 H -10.817 -0.178 -7.775  C114 1.080
126 H -8.535 -0.807 -7.033  C115 1.080
127 C -8.599 -7.834 11.992  C128 1.402, C132 1.382, H143 1.080
128 C -7.319 -7.968 12.550  C127 1.402, C129 1.394, H144 1.080
129 C -6.200 -7.716 11.758  C128 1.394, C130 1.411, H145 1.080
130 C -6.324 -7.211 10.446  C129 1.411, C131 1.441, C141 1.463
131 C -7.662 -6.964 9.972  C130 1.441, C132 1.385, C133 1.526
132 C -8.771 -7.332 10.716  C127 1.382, C131 1.385, H146 1.080
133 C -7.874 -6.269 8.630  C131 1.526, O134 1.224, C135 1.454
134 O -8.979 -5.886 8.266  C133 1.224
135 C -6.698 -6.079 7.797  C133 1.454, C136 1.407, C140 1.420
136 C -6.783 -5.511 6.511  C135 1.407, C137 1.431, H147 1.080
137 C -5.590 -5.130 5.819  C136 1.431, C138 1.368, H148 1.080
138 C -4.353 -5.481 6.286  C137 1.368, C139 1.409, H149 1.080
139 C -4.258 -6.005 7.590  C138 1.409, C140 1.405, H150 1.080
140 C -5.407 -6.232 8.368  C135 1.420, C139 1.405, C141 1.534
141 C -5.102 -6.778 9.768  C130 1.463, C140 1.534, O142 1.218
142 O -3.941 -6.839 10.133  C141 1.218
143 H -9.502 -8.017 12.555  C127 1.080
144 H -7.313 -8.433 13.524  C128 1.080
145 H -5.212 -7.798 12.187  C129 1.080
146 H -9.808 -7.159 10.468  C132 1.080
147 H -7.743 -5.374 6.035  C136 1.080
148 H -5.755 -4.713 4.836  C137 1.080
149 H -3.522 -5.221 5.647  C138 1.080
150 H -3.236 -6.145 7.908  C139 1.080
151 C 14.019 4.555 2.208  C152 1.395, C156 1.371, H167 1.080
152 C 14.190 4.268 0.853  C151 1.395, C153 1.380, H168 1.080
153 C 13.143 3.746 0.120  C152 1.380, C154 1.419, H169 1.080
154 C 11.862 3.524 0.689  C153 1.419, C155 1.419, C165 1.495
155 C 11.687 3.985 2.020  C154 1.419, C156 1.406, C157 1.556
156 C 12.791 4.388 2.792  C151 1.371, C155 1.406, H170 1.080
157 C 10.254 4.139 2.607  C155 1.556, O158 1.211, C159 1.533
158 O 10.045 4.487 3.748  C157 1.211
159 C 9.120 3.824 1.625  C157 1.533, C160 1.438, C164 1.425
160 C 7.785 4.196 2.011  C159 1.438, C161 1.365, H171 1.080
161 C 6.701 3.689 1.354  C160 1.365, C162 1.409, H172 1.080
162 C 6.890 2.891 0.208  C161 1.409, C163 1.413, H173 1.080
163 C 8.202 2.788 -0.305  C162 1.413, C164 1.411, H174 1.080
164 C 9.369 3.237 0.350  C159 1.425, C163 1.411, C165 1.501
165 C 10.754 3.064 -0.202  C154 1.495, C164 1.501, O166 1.202
166 O 10.890 2.657 -1.325  C165 1.202
167 H 14.803 4.996 2.806  C151 1.080
168 H 15.110 4.595 0.391  C152 1.080
169 H 13.274 3.545 -0.933  C153 1.080
170 H 12.792 4.702 3.826  C156 1.080
171 H 7.530 4.841 2.838  C160 1.080
172 H 5.779 3.795 1.907  C161 1.080
173 H 6.052 2.414 -0.279  C162 1.080
174 H 8.281 2.265 -1.246  C163 1.080

The total energy comes out at -157612.95297 eV. As for the highest occupied orbital energy: -0.324 Ha. As for the net charge: 0. As for the gap between HOMO and LUMO: 0.2643 hartree.